Below is a molecular structure, C5H9MnNaO4, with properties calculated with ωB97M-V with the def2-TZVPD basis set.

```
20
Properties=species:S:1:pos:R:3:mulliken_spin:R:1
Na -1.055 1.870 -0.295 -0.001
O 0.799 3.106 -0.173 -0.003
H 3.688 0.149 1.845 0.010
C 0.331 -0.901 -0.081 0.015
H 0.566 -0.989 -1.158 -0.014
C -1.124 -1.241 0.135 0.011
O 0.554 0.404 0.376 -0.031
O -1.920 -0.304 -0.573 0.002
H -3.502 -1.563 -1.051 0.000
C -3.302 -0.601 -0.552 0.000
C 1.852 0.965 0.213 0.029
O 4.286 -0.366 1.069 0.130
H -1.375 -1.201 1.210 0.001
H -3.677 -0.642 0.483 0.000
H -1.320 -2.263 -0.231 0.000
H 0.959 -1.634 0.460 -0.008
H -3.820 0.198 -1.096 0.000
C 1.817 2.329 -0.023 -0.045
H 2.820 2.812 -0.033 -0.003
Mn 3.421 -0.127 -0.523 4.908
```

## Properties
- HOMO energy (spin up / spin down): -6.0 / -6.2 eV
- Orbital gap (spin up / spin down): 5.6 / 5.6 eV
- Spin multiplicity: 6
- Calculated total energy: -49254.289 eV
- ⟨S²⟩: 8.770
- F_max: 4.74 eV/A

***

Below is 9 unconnected molecules or ions with the total composition C48H54B3F5N8O3S, with properties calculated with ωB97M-V with the def2-TZVPD basis set.

```
122
Properties=species:S:1:pos:R:3:lowdin_charge:R:1
H 6.458 2.923 -2.081 0.096
C -5.573 -0.177 3.212 -0.062
H -1.420 -4.966 -0.109 0.097
H -1.342 -6.843 -1.750 0.100
C -3.893 3.484 4.833 -0.152
H 1.059 -2.217 4.385 0.069
F -10.439 -4.072 2.072 0.093
H -7.877 -0.730 -5.730 0.101
H -5.573 10.278 1.887 0.103
C 6.410 3.347 -1.083 -0.145
N -3.932 4.473 5.738 0.049
H -8.009 -1.162 1.887 0.141
H 8.787 7.182 -3.169 0.106
O -3.399 -1.536 2.310 0.225
H 0.455 -3.554 3.236 0.081
H 2.866 -3.836 3.389 0.075
O -3.655 0.848 1.753 0.137
C -3.959 3.687 3.464 -0.060
C -8.823 -2.509 -4.965 -0.078
N 8.600 5.137 -3.180 0.040
H -8.888 -0.456 -1.766 0.100
C -7.271 -1.986 2.187 -0.068
H 2.884 -6.160 -2.076 0.061
C 6.726 5.135 0.454 -0.076
C 9.143 6.273 -3.643 -0.138
C -4.681 9.944 1.368 -0.152
C -0.440 -6.308 -1.481 -0.077
C -0.483 -5.266 -0.569 -0.152
O -2.911 -0.742 -0.016 0.173
H -9.828 -2.767 -1.746 0.082
C -6.393 -1.526 3.434 -0.187
H 3.667 -0.699 0.543 0.103
H -6.160 0.659 2.710 0.126
H -3.394 7.088 0.511 0.093
S 0.235 -1.251 2.252 0.814
H 2.498 -3.255 1.672 0.036
H 5.483 2.328 1.858 0.102
C 6.226 -2.991 -1.086 -0.074
H 7.165 -9.534 -2.913 0.107
C 6.617 -1.704 -0.751 -0.080
H -3.389 1.399 -0.467 0.110
H -1.881 11.044 -0.152 0.105
C -3.753 10.854 0.888 -0.076
F -9.089 -2.746 3.740 0.050
C 5.915 -7.825 -3.290 -0.067
B -4.183 -0.345 2.409 -0.442
C 6.809 -8.370 -1.140 -0.069
H -4.133 5.189 1.935 0.095
H -3.803 2.484 5.246 0.098
H -9.775 -4.090 -3.861 0.106
H 11.253 5.118 -6.003 0.106
C -4.121 6.030 3.913 -0.074
H 5.791 -8.023 -4.348 0.103
C -2.630 10.364 0.237 -0.082
H 7.629 -1.368 -0.950 0.103
C -8.883 -1.068 -2.662 -0.154
N 0.592 -4.561 -0.186 0.072
N 5.425 -6.420 -1.400 0.051
H 6.157 4.650 2.477 0.100
C -2.480 8.993 0.090 -0.073
C 4.420 -1.328 0.077 -0.141
C 5.698 -0.851 -0.158 -0.068
F -7.418 -4.234 3.258 0.055
H 7.032 6.150 0.683 0.103
H -1.616 8.576 -0.411 0.103
H 10.496 7.267 -4.986 0.102
H 4.572 -4.368 -1.062 0.054
H 5.969 0.162 0.116 0.066
H -3.904 11.917 1.020 0.101
H -1.094 -3.188 1.472 0.073
N 5.939 2.523 -0.135 0.046
C 1.914 -5.928 -1.662 -0.058
H 7.191 5.268 -1.649 0.063
F -8.634 -5.030 1.180 0.093
B -2.478 -1.438 1.188 -0.473
C 5.865 3.016 1.111 -0.155
C 9.020 3.994 -3.743 -0.134
H -8.781 -3.050 -5.901 0.100
C -8.207 -3.184 2.715 -0.305
H 6.236 -6.978 0.402 0.109
C 6.816 4.650 -0.843 -0.076
C 1.044 -2.572 3.302 -0.511
N 4.011 -2.568 -0.237 0.050
C -4.044 5.722 5.262 -0.158
C -9.406 -2.351 -2.651 -0.077
H -5.732 -2.380 3.813 0.132
C 6.678 -8.663 -2.489 -0.077
C 10.093 6.320 -4.650 -0.072
C -9.161 -3.780 1.556 -0.355
C -8.322 -1.220 -4.870 -0.157
H -0.587 -2.083 0.095 0.080
C -4.076 4.988 2.999 -0.074
C 2.518 -2.944 2.762 -0.181
H -5.312 0.220 4.260 0.127
H -4.213 7.059 3.585 0.084
F -9.287 -2.903 0.488 0.098
B -3.344 0.567 0.378 -0.253
H -4.071 6.503 6.015 0.099
H 3.251 -2.079 2.882 0.067
N -8.342 -0.492 -3.745 0.052
C -3.466 8.167 0.603 -0.153
H 2.622 -4.320 -0.411 0.055
H 8.563 3.091 -3.352 0.098
C 9.967 3.934 -4.753 -0.068
H 0.860 -7.450 -2.756 0.104
C 1.767 -4.905 -0.738 -0.122
H 7.397 -9.001 -0.486 0.103
C -9.375 -3.083 -3.829 -0.079
H -3.920 2.848 2.779 0.083
H -6.677 -2.317 1.280 0.144
H -7.130 -1.325 4.291 0.124
C 0.785 -6.642 -2.037 -0.078
C 4.922 -3.374 -0.814 -0.149
C 5.315 -6.724 -2.702 -0.159
N -4.560 8.614 1.238 0.053
H 6.917 -3.684 -1.550 0.095
H 10.270 2.982 -5.168 0.103
H 4.712 -6.038 -3.288 0.104
C 6.166 -7.247 -0.647 -0.131
C 10.511 5.124 -5.214 -0.078
C 6.241 4.305 1.454 -0.078
C -1.005 -2.094 1.160 -0.379
```

## Properties
- HOMO energy: -8.0 eV
- Orbital gap: 8.5 eV
- Calculated total energy: -95171.350 eV
- F_max: 3.29 eV/A
- SMILES: CCSCB1OBOB(CCCC(F)(F)C(F)(F)F)O1.c1ccncc1.c1ccncc1.c1ccncc1.c1ccncc1.c1ccncc1.c1ccncc1.c1ccncc1.c1ccncc1

***

Below is 4 unconnected molecules or ions with the total composition C3H15NO4, with properties calculated with ωB97M-V with the def2-TZVPD basis set.

```
23
Properties=species:S:1:pos:R:3:nbo_charge:R:1
H -3.965 2.403 1.126 0.464
H 1.302 -3.813 4.368 0.481
O -4.056 3.209 1.789 -0.927
H -1.951 -2.952 -0.621 0.474
C 1.206 0.906 -1.851 -0.224
H 1.371 2.574 0.307 0.125
N 0.211 1.053 -0.666 -0.664
O 1.393 0.738 1.299 -0.761
H -0.511 -3.248 -0.306 0.461
H 1.693 1.973 -1.876 0.195
O 1.103 -4.758 4.114 -0.955
H -0.120 1.958 1.259 0.167
H 1.212 0.772 -3.988 0.210
H 1.907 0.000 1.077 0.496
O -1.111 -2.584 -0.275 -0.933
C 0.700 1.596 0.579 0.129
H -0.018 -0.165 -3.290 0.200
H 1.908 0.067 -1.615 0.174
H -3.583 2.741 2.527 0.463
H 1.385 -4.963 3.216 0.474
H -0.307 1.467 -3.349 0.222
C 0.481 0.778 -3.158 -0.625
H -0.250 0.247 -0.665 0.355
```

## Properties
- HOMO energy: -8.9 eV
- Orbital gap: 9.1 eV
- Calculated total energy: -13031.980 eV
- Energy above the lowest of the compared OMol25 structures with the same formula, charge and spin: 295.03 kJ/mol
- F_max: 5.85 eV/A
- SMILES: CCNCO.O.O.O

***

Below is C16H17NO4 in the gas phase, with properties calculated with ωB97M-V with the def2-TZVPD basis set.

```
38
Properties=species:S:1:pos:R:3:nbo_charge:R:1
H 0.004 -2.479 -0.939 0.194
H -3.737 3.339 -0.843 0.176
H 5.242 -2.194 0.683 0.204
N 0.948 -0.707 -1.390 -0.414
C 3.395 -0.655 -1.381 0.152
H -5.408 3.228 -0.236 0.201
H 4.746 0.150 -2.886 0.244
H -0.091 0.902 -2.141 0.255
H 1.245 -0.828 1.310 0.217
O 3.592 -1.391 -0.260 -0.403
C 5.582 -1.049 -1.197 -0.319
H -2.242 0.558 4.528 0.174
C 0.408 -1.377 0.870 -0.423
C -2.245 0.974 -0.468 -0.304
C -0.795 -0.477 0.780 -0.060
C 4.602 -0.413 -1.988 -0.228
C -1.125 0.146 -0.411 0.038
H -3.995 0.605 4.838 0.201
C -3.225 0.248 4.157 -0.249
H 6.638 -1.074 -1.372 0.232
H -3.265 -0.846 4.108 0.173
C 4.909 -1.621 -0.160 0.106
C -2.693 0.565 1.863 0.272
O -4.140 1.987 0.680 -0.481
H -1.308 -0.751 2.826 0.214
H 0.194 -2.233 1.513 0.213
H 1.721 -2.438 -0.499 0.231
C -3.033 1.195 0.644 0.272
C -0.314 -0.057 -1.666 -0.259
O -3.518 0.833 2.914 -0.481
H -2.481 1.446 -1.409 0.216
O 2.072 0.845 -2.567 -0.624
C 0.804 -1.853 -0.527 -0.211
H -4.766 1.951 -1.299 0.174
C 2.089 -0.118 -1.812 0.630
H -0.889 -0.663 -2.380 0.197
C -1.585 -0.258 1.908 -0.278
C -4.519 2.655 -0.497 -0.250
```

## Properties
- HOMO energy: -7.9 eV
- Orbital gap: 8.7 eV
- Calculated total energy: -26546.931 eV
- Energy above the lowest of the compared OMol25 structures with the same formula, charge and spin: 205.10 kJ/mol
- F_max: 1.28 eV/A
- SMILES: COc1cc2c(cc1OC)CN(C(=O)c1ccco1)CC2

***

Below is a molecular structure, C48H56HfN6O6SbSe, with properties calculated with ωB97M-V with the def2-TZVPD basis set.

```
119
Properties=species:S:1:pos:R:3:lowdin_charge:R:1
H -7.620 2.078 -3.755 0.083
H -4.390 -1.210 -4.992 0.107
H 2.559 -2.530 5.697 0.128
C -3.803 -3.277 -0.097 -0.250
C 3.429 -3.626 2.015 -0.105
C -1.073 -2.462 0.345 -0.283
H 4.183 -5.526 2.687 0.128
C -0.073 -2.708 4.655 -0.131
H 0.856 3.595 -1.500 0.075
C -1.148 -1.373 -1.920 -0.079
H -5.866 -2.799 -0.466 0.086
H -1.048 -2.667 5.138 0.128
H 1.586 6.341 -0.219 0.091
H 1.875 1.162 -2.571 -0.001
C -5.224 -3.678 -0.379 -0.035
H -4.101 6.758 -0.534 0.112
H -0.028 -0.753 -3.981 0.127
C -6.620 1.913 0.659 -0.169
C 3.877 -4.586 -0.522 0.047
C 2.082 5.425 0.111 -0.054
C -2.808 5.934 0.964 -0.073
Se 3.088 1.416 -0.278 0.084
H -1.576 4.822 2.335 0.104
H -8.246 2.256 2.015 0.103
Sb -4.046 1.443 -0.640 1.563
C 3.159 -3.209 3.340 0.019
H 2.545 -1.539 -3.815 0.125
N 1.110 4.400 0.410 -0.184
H 3.619 -2.939 -2.493 0.140
H -5.890 1.894 1.465 0.082
H -5.889 2.114 -3.421 0.055
C -2.648 3.546 0.992 -0.159
H -2.055 3.362 -2.023 0.035
H -4.818 3.760 -2.467 0.045
H 1.806 4.197 2.317 0.141
N 2.699 -2.047 3.693 0.090
C -3.141 0.488 -5.427 -0.077
C 0.251 3.966 -0.668 -0.073
O 0.170 -2.213 0.534 -0.127
H -9.225 1.999 -2.137 0.110
C -7.951 2.116 0.983 -0.091
H -6.061 4.472 -1.451 0.090
H -5.297 -4.237 -1.313 0.086
Hf 1.405 -0.284 0.012 1.202
H -2.988 0.223 -6.465 0.105
C -2.006 3.243 -3.101 -0.052
C -3.921 -0.313 -4.604 -0.094
C -3.551 1.229 -2.754 -0.347
H 0.404 -3.644 4.961 0.129
H 3.639 -0.359 -3.061 0.122
N -0.090 -0.659 -1.883 -0.011
C -2.278 4.779 1.512 -0.089
H -2.220 2.650 1.422 0.059
H -3.735 -4.004 1.901 0.127
N -0.314 -2.734 3.205 0.087
H -4.754 -0.548 -2.657 0.080
C -7.147 1.776 -1.690 -0.296
C -3.052 -2.580 -1.054 0.039
C 2.630 -0.774 -3.037 -0.206
C -6.195 1.746 -0.661 -0.340
C -3.187 -3.512 1.104 0.029
H 1.868 0.784 -4.273 0.129
H 3.325 -3.922 4.143 0.151
C 1.089 3.770 1.597 -0.363
H 5.763 -6.724 -0.113 0.089
C 0.213 -0.031 -3.194 -0.181
H -2.091 -3.680 3.405 0.150
H 4.143 -7.377 -0.337 0.086
H -0.371 4.797 -1.012 0.097
H 0.460 -0.627 4.514 0.108
H -0.388 3.168 -0.298 0.062
H -9.941 2.290 0.195 0.104
H -0.953 3.191 -3.390 0.079
C 4.189 -5.421 0.561 -0.252
O 0.595 -0.055 2.124 -0.161
O 2.631 -1.615 1.116 -0.229
H -2.417 4.146 -3.558 0.097
H 0.293 -2.226 2.560 0.108
H -5.622 -4.304 0.418 0.080
C -2.559 1.631 -4.909 -0.060
H -2.532 6.903 1.359 0.105
H 2.665 5.651 1.002 0.087
C 3.104 -2.794 0.906 -0.258
N -0.582 0.314 1.741 -0.515
C -6.828 1.633 -3.154 -0.053
H -6.745 0.585 -3.445 0.078
C 2.259 -1.711 5.040 -0.132
H 2.779 -0.810 5.364 0.137
C -1.413 -3.213 2.694 0.014
O 0.359 2.840 1.888 -0.031
N 2.485 -1.440 -1.712 -0.078
C -1.754 -2.144 -0.855 -0.112
O -0.651 0.547 0.500 -0.137
C -3.695 5.850 -0.102 -0.047
C 0.750 -1.500 5.100 -0.140
C 3.126 -2.535 -1.604 -0.071
H -1.939 2.251 -5.548 0.119
H 4.076 -4.950 -1.526 0.134
C -4.113 0.064 -3.286 -0.222
C -5.032 4.593 -1.796 -0.047
H 4.862 -7.335 1.272 0.079
C -8.486 1.967 -1.344 -0.056
H -3.514 -2.350 -2.008 0.116
O -1.511 0.389 2.487 0.125
C -4.074 4.624 -0.637 -0.299
C -1.856 -3.109 1.359 -0.104
H -0.441 0.833 -3.331 0.102
C 3.333 -3.320 -0.392 -0.097
H -1.697 -1.412 -2.865 0.129
H 2.566 -1.378 2.929 0.132
H 0.501 -1.274 6.138 0.128
C 1.662 0.368 -3.284 -0.228
C 3.956 -4.920 1.816 0.026
C 4.770 -6.789 0.335 -0.039
C -2.735 2.014 -3.575 -0.313
C -3.538 3.457 -0.075 -0.354
H 2.763 5.090 -0.675 0.087
H -4.974 5.516 -2.373 0.086
C -8.893 2.136 -0.032 -0.082
```

## Properties
- HOMO energy: -9.3 eV
- Orbital gap: 5.9 eV
- Calculated total energy: -145097.906 eV
- Total charge: +1
- Energy above the lowest of the compared OMol25 structures with the same formula, charge and spin: 0.00 kJ/mol
- F_max: 0.80 eV/A